{"formula": "C30H28F9GeN3O4PRuS2", "method": "the ωB97M-V functional and the def2-TZVPD basis", "species": ["Ru", "C", "C", "O", "P", "S", "S", "O", "C", "C", "H", "H", "H", "H", "H", "H", "H", "H", "H", "H", "C", "Ge", "C", "C", "C", "C", "C", "C", "C", "C", "C", "C", "C", "C", "C", "C", "C", "C", "H", "H", "H", "H", "H", "H", "H", "H", "H", "H", "H", "H", "H", "H", "H", "C", "O", "H", "H", "H", "N", "C", "C", "C", "N", "C", "N", "F", "C", "F", "F", "C", "O", "C", "F", "F", "F", "C", "F", "F", "F"], "coordinates": [[0.257, -0.089, -0.234], [1.883, 1.329, 5.448], [1.618, -0.066, 4.927], [0.431, -0.039, 4.134], [0.441, -0.705, 2.673], [-1.299, -0.276, 1.851], [2.037, -0.246, 1.590], [0.552, -2.260, 3.140], [1.233, -3.290, 2.426], [1.423, -4.459, 3.367], [2.757, 1.328, 6.102], [1.023, 1.693, 6.010], [2.062, 2.010, 4.616], [1.458, -0.779, 5.741], [2.464, -0.418, 4.330], [2.189, -2.910, 2.065], [0.645, -3.591, 1.559], [2.091, -4.194, 4.188], [1.855, -5.301, 2.822], [0.466, -4.772, 3.787], [-1.795, -3.373, 0.522], [-0.700, -2.315, -0.745], [-1.906, -2.073, -2.304], [-3.273, -2.334, -2.259], [-4.084, -2.144, -3.374], [-3.531, -1.687, -4.560], [-2.169, -1.413, -4.620], [-1.372, -1.599, -3.502], [0.657, -3.651, -1.409], [1.976, -3.404, -1.112], [3.026, -4.267, -1.500], [2.745, -5.409, -2.190], [1.406, -5.730, -2.519], [1.097, -6.918, -3.227], [-0.191, -7.236, -3.548], [-1.236, -6.364, -3.176], [-0.963, -5.211, -2.495], [0.360, -4.849, -2.134], [-2.113, -4.297, 0.035], [-2.670, -2.803, 0.837], [-1.237, -3.618, 1.426], [-3.722, -2.695, -1.339], [-5.147, -2.351, -3.313], [-4.157, -1.534, -5.431], [-1.731, -1.043, -5.540], [-0.316, -1.355, -3.553], [2.236, -2.503, -0.564], [4.047, -4.000, -1.265], [3.537, -6.080, -2.506], [1.914, -7.572, -3.514], [-0.413, -8.149, -4.089], [-2.259, -6.604, -3.440], [-1.772, -4.541, -2.239], [-2.258, 1.006, -1.048], [-0.958, 0.693, -1.460], [-2.784, 1.459, -1.897], [-2.234, 1.714, -0.214], [-2.821, 0.112, -0.737], [1.782, -0.278, -1.600], [2.756, -0.351, -2.213], [3.929, -0.462, -2.965], [4.078, 0.230, -4.182], [4.219, 0.787, -5.186], [4.951, -1.322, -2.517], [5.788, -2.028, -2.141], [-1.609, 4.043, 0.801], [-0.344, 4.406, 1.037], [-0.198, 5.651, 0.520], [-0.217, 4.532, 2.373], [0.667, 3.339, 0.476], [0.236, 2.129, 0.760], [2.058, 3.618, 1.155], [2.379, 4.934, 1.257], [2.091, 3.124, 2.400], [3.053, 3.031, 0.470], [0.827, 3.615, -1.058], [-0.374, 3.811, -1.629], [1.569, 4.716, -1.332], [1.411, 2.595, -1.677]], "atomic_forces_ev_per_a": [[-0.233, 0.037, 1.749], [0.014, 0.014, -0.027], [0.068, -0.023, 0.077], [0.017, 0.100, -0.121], [-0.125, -0.378, 0.319], [0.328, 0.153, -0.515], [-0.279, -0.308, -0.397], [-0.057, 0.172, 0.134], [0.095, -0.010, -0.063], [0.010, 0.008, -0.022], [0.010, 0.002, 0.005], [-0.007, -0.002, 0.011], [-0.008, -0.026, 0.020], [0.004, 0.003, -0.009], [-0.009, 0.010, 0.012], [0.004, -0.003, -0.011], [0.112, 0.027, 0.004], [-0.017, 0.007, 0.007], [0.018, 0.004, 0.005], [-0.016, -0.008, -0.009], [-0.060, 0.131, 0.061], [0.483, -0.009, -0.453], [-0.009, 0.037, 0.068], [0.009, -0.019, 0.021], [-0.024, -0.004, -0.012], [-0.015, 0.003, -0.012], [-0.004, 0.003, -0.017], [0.053, 0.002, 0.002], [0.021, 0.084, 0.114], [0.007, 0.114, 0.115], [-0.042, -0.072, -0.028], [0.018, 0.041, 0.029], [0.033, -0.020, 0.001], [-0.018, -0.019, -0.021], [0.028, -0.003, 0.007], [-0.009, 0.011, 0.002], [-0.094, -0.009, -0.011], [-0.024, -0.041, 0.012], [-0.005, -0.045, 0.015], [-0.001, -0.007, -0.040], [-0.126, 0.009, -0.058], [-0.002, -0.005, 0.009], [0.000, 0.005, 0.002], [0.001, -0.003, -0.001], [0.005, 0.005, 0.001], [-0.011, 0.002, 0.000], [-0.036, -0.091, -0.018], [0.035, 0.013, -0.009], [0.008, -0.001, 0.001], [0.003, -0.009, 0.003], [0.003, -0.001, -0.011], [-0.008, 0.001, 0.001], [0.023, -0.034, -0.011], [0.071, -0.014, -0.003], [0.043, -0.230, -0.411], [-0.033, 0.016, 0.037], [-0.047, 0.024, 0.013], [-0.002, 0.036, -0.009], [-0.270, 0.436, -0.121], [-0.250, 0.091, -0.058], [0.042, -0.105, 0.042], [0.004, 0.072, -0.102], [0.007, -0.005, -0.003], [0.084, -0.060, 0.058], [0.005, -0.005, -0.008], [0.075, 0.040, 0.018], [-0.081, -0.014, 0.019], [0.006, -0.024, 0.057], [-0.039, 0.016, -0.027], [0.061, 0.072, 0.126], [0.122, -0.185, -0.430], [0.046, -0.053, -0.001], [0.021, -0.027, 0.011], [0.029, 0.059, -0.080], [-0.029, 0.020, 0.059], [-0.013, -0.092, -0.045], [-0.010, -0.023, -0.059], [0.008, 0.048, -0.030], [-0.023, 0.058, 0.015]], "energy_ha": -5833.7854, "homo_lumo_gap_ev": [7.02, 6.88], "e_lumo_ev": [4.271, 4.270], "multiplicity": 2, "e_above_lowest_ev": 0.608, "homo_ev": [-2.8, -2.6], "charge": -2}

{"formula": "ClH4NiO2", "method": "the ωB97M-V functional and the def2-TZVPD basis", "species": ["Ni", "Cl", "O", "H", "H", "O", "H", "H"], "coordinates": [[0.942, 1.962, 1.334], [0.727, 0.160, 1.096], [-1.643, -0.303, 0.170], [-1.907, 0.617, 0.170], [-0.768, -0.301, 0.558], [1.174, -0.908, -1.281], [1.083, -0.688, -0.354], [0.391, -0.540, -1.692]], "atomic_forces_ev_per_a": [[0.803, 5.534, 0.724], [1.731, -3.619, 2.470], [-0.882, -0.235, -0.569], [-0.478, 0.246, -0.100], [-1.652, -0.734, -0.360], [0.514, -0.075, -0.615], [0.390, -1.038, -1.170], [-0.425, -0.079, -0.381]], "energy_ha": -2120.8980, "homo_lumo_gap_ev": [7.71, 5.75], "e_lumo_ev": [-7.759, -9.545], "multiplicity": 3, "e_above_lowest_ev": 1.581, "homo_ev": [-15.5, -15.3], "charge": 1}

{"formula": "C19H19F3MoNO2Si", "method": "the ωB97M-V functional and the def2-TZVPD basis", "species": ["Mo", "N", "C", "C", "O", "O", "H", "H", "H", "H", "F", "C", "F", "F", "C", "C", "C", "C", "C", "C", "C", "C", "H", "H", "H", "H", "C", "Si", "C", "C", "C", "C", "C", "C", "C", "H", "H", "H", "H", "H", "H", "H", "H", "H", "H", "H"], "coordinates": [[1.032, 1.268, 0.019], [3.446, 1.239, 0.060], [3.913, 2.621, 0.316], [2.866, 3.552, -0.282], [3.030, 4.633, -0.728], [1.658, 2.912, -0.232], [3.975, 0.576, 0.617], [3.662, 0.990, -0.904], [4.894, 2.841, -0.097], [3.932, 2.797, 1.392], [-8.268, 1.134, -1.384], [-7.849, 1.516, -0.166], [-8.466, 0.747, 0.740], [-8.260, 2.782, 0.020], [-6.350, 1.417, -0.066], [-5.755, 0.591, 0.877], [-4.378, 0.508, 0.939], [-3.593, 1.254, 0.054], [-4.205, 2.087, -0.893], [-5.580, 2.167, -0.949], [-2.180, 1.176, 0.109], [-0.956, 1.104, 0.149], [-6.374, 0.024, 1.557], [-3.904, -0.134, 1.670], [-3.594, 2.660, -1.577], [-6.068, 2.806, -1.673], [0.258, -1.837, -1.374], [1.280, -1.280, 0.139], [0.487, -1.942, 1.737], [3.039, -1.970, 0.002], [3.444, -2.711, -1.109], [4.742, -3.192, -1.211], [5.664, -2.932, -0.208], [5.274, -2.220, 0.919], [3.973, -1.750, 1.021], [0.242, -2.928, -1.433], [0.666, -1.455, -2.312], [-0.771, -1.490, -1.287], [0.454, -3.033, 1.687], [-0.532, -1.573, 1.857], [1.059, -1.668, 2.624], [2.738, -2.925, -1.902], [5.032, -3.774, -2.076], [6.679, -3.295, -0.296], [5.981, -2.046, 1.720], [3.663, -1.246, 1.934]], "atomic_forces_ev_per_a": [[-1.205, -1.528, 0.596], [-0.152, 0.269, -0.095], [-0.295, 0.002, -0.177], [1.557, 0.014, 0.118], [-0.375, -0.167, 0.083], [0.070, 2.472, -0.565], [-0.175, -0.232, 0.106], [0.123, -0.113, -0.011], [-0.006, 0.006, -0.032], [0.053, -0.014, 0.014], [-0.007, 0.027, 0.074], [-0.090, 0.008, -0.021], [0.005, 0.054, -0.055], [0.002, -0.067, -0.010], [0.135, -0.044, 0.039], [-0.110, 0.063, -0.062], [0.128, -0.024, 0.032], [-0.294, 0.032, -0.010], [0.075, 0.025, -0.047], [-0.078, -0.037, 0.056], [0.179, -0.108, 0.043], [0.014, -0.109, -0.016], [0.042, -0.027, 0.005], [0.015, 0.018, -0.001], [0.001, 0.007, 0.013], [0.046, 0.006, -0.025], [0.204, 0.230, 0.275], [0.208, -1.442, -0.091], [0.103, 0.387, -0.245], [-0.364, 0.288, 0.024], [-0.026, 0.083, -0.057], [0.045, -0.027, -0.024], [-0.019, -0.015, -0.035], [0.051, 0.024, 0.046], [-0.062, -0.091, 0.108], [0.076, -0.019, 0.062], [-0.013, -0.013, -0.010], [0.004, 0.013, 0.013], [0.059, -0.013, -0.095], [0.017, 0.014, 0.000], [-0.005, 0.008, -0.003], [0.030, 0.010, -0.016], [0.015, 0.017, -0.001], [-0.011, -0.021, 0.013], [-0.019, -0.001, 0.002], [0.052, 0.037, -0.019]], "energy_ha": -1597.6142, "homo_lumo_gap_ev": [6.30, 6.68], "e_lumo_ev": [-5.752, -5.312], "multiplicity": 3, "homo_ev": [-12.1, -12.0], "charge": 1}